Molecular formula: C3H20NO7
Method: DFT, wB97M-V/def2-TZVPD

XYZ file:
```
31
Properties=species:S:1:pos:R:3:nbo_charge:R:1
C 0.002 -1.295 1.245 -0.08
O -1.235 -1.128 0.644 -0.68
C 0.477 0.042 1.902 -0.09
C 2.030 -0.110 2.206 -0.63
N 0.448 1.090 0.830 -0.50
H 0.706 -1.805 0.530 0.26
H -0.108 -2.031 2.167 0.20
H -0.331 0.310 2.622 0.25
H 2.462 -0.967 1.678 0.25
H 2.609 0.769 1.928 0.24
H 2.241 -0.407 3.225 0.24
H 0.750 0.692 -0.056 0.44
H -0.518 1.412 0.754 0.40
H -2.068 -0.126 -2.422 0.47
H -1.138 -0.414 0.021 0.50
O -1.795 0.251 -1.604 -1.12
H -2.479 -2.967 -0.120 0.46
H -2.809 -1.865 -1.062 0.48
O -3.206 -2.643 -0.650 -0.94
H -0.643 0.429 -1.875 0.50
H 0.761 -0.446 -2.657 0.46
O 0.666 0.254 -2.010 -1.12
H 1.457 3.620 -0.621 0.47
H 1.761 2.400 0.226 0.46
O 1.963 3.344 0.126 -0.91
H -2.857 1.743 -1.572 0.51
H -1.733 2.819 -1.039 0.45
O -2.682 2.662 -1.229 -0.98
H 1.651 -1.036 -1.219 0.51
H 1.679 -2.722 -1.141 0.49
O 1.940 -1.876 -0.829 -1.00
```

The HOMO-LUMO gap (spin up / spin down) is 10.36 / 4.66 eV. As for the highest occupied orbital energy (spin up / spin down): -10.2 / -10.0 eV. As for the calculated total energy: -19253.0861 eV. Its expectation value of S² is 0.76. As for the spin multiplicity: 2. As for the total charge: 0.

Molecular formula: C8H8O3
Method: DFT, wB97M-V/def2-TZVPD

XYZ file:
```
19
Properties=species:S:1:pos:R:3:nbo_charge:R:1
C 2.983 -0.223 0.123 -0.64
C 1.468 -0.119 -0.051 0.04
C 0.763 -1.360 -0.183 -0.25
C -0.604 -1.482 -0.118 -0.12
C -1.311 -0.261 -0.062 -0.26
C -2.818 -0.542 0.024 0.79
C -0.652 0.965 -0.027 0.33
C 0.750 1.090 0.066 -0.31
H 3.420 0.782 -0.243 0.22
H 3.342 -1.151 -0.422 0.23
H 3.280 -0.388 1.169 0.23
H 1.336 -2.304 -0.248 0.21
H -1.117 -2.442 -0.227 0.26
H -2.922 1.412 0.005 0.50
H -0.780 2.827 -0.239 0.50
H 1.216 2.048 0.327 0.22
O -3.555 0.638 -0.036 -0.70
O -3.367 -1.633 0.196 -0.57
O -1.431 2.144 -0.055 -0.70
```

The HOMO-LUMO gap is 9.69 eV. As for the highest occupied orbital energy: -9.4 eV. As for the calculated total energy: -14568.0259 eV. As for the total charge: 0.

Molecular formula: C27H67GeNNaSeSi5
Method: DFT, wB97M-V/def2-TZVPD

XYZ file:
```
103
Properties=species:S:1:pos:R:3:lowdin_charge:R:1
Na 0.441 -1.243 0.500 -0.07
C -2.899 -5.543 0.434 -0.13
C -1.687 -6.400 0.775 -0.27
C -0.580 -6.423 -0.285 -0.30
C 0.409 -5.262 -0.234 -0.41
Ge -0.017 -3.482 -1.112 0.82
C 0.005 -3.895 -3.115 -0.41
C -1.149 -4.694 -3.702 -0.32
C -2.482 -3.956 -3.636 -0.30
C -3.642 -4.814 -4.132 -0.13
H -3.694 -5.707 1.161 0.06
H -3.278 -5.788 -0.559 0.06
H -2.638 -4.489 0.455 0.03
H -2.036 -7.428 0.922 0.09
H -1.262 -6.056 1.721 0.10
H -1.035 -6.487 -1.277 0.08
H -0.013 -7.353 -0.138 0.09
H 1.347 -5.587 -0.699 0.04
H 0.649 -5.046 0.809 0.02
H -1.579 -3.511 -0.935 -0.10
H 0.937 -4.440 -3.296 0.04
H 0.096 -2.948 -3.658 0.03
H -1.241 -5.637 -3.160 0.08
H -0.934 -4.949 -4.750 0.10
H -2.418 -3.038 -4.230 0.10
H -2.669 -3.676 -2.599 0.06
H -3.518 -5.073 -5.185 0.06
H -4.589 -4.285 -4.022 0.06
H -3.703 -5.742 -3.561 0.06
C 2.379 2.561 -2.724 -0.22
Si 3.590 2.235 -1.275 0.36
C 4.771 3.756 -1.232 -0.22
C 4.689 0.776 -1.857 -0.22
Si 2.529 1.883 0.819 0.53
Si 1.716 3.932 1.694 0.36
C 0.464 4.675 0.455 -0.23
C 0.785 3.602 3.331 -0.22
C 2.915 5.387 2.109 -0.21
Si 4.051 0.943 2.380 0.36
C 5.437 2.222 2.779 -0.21
C 4.941 -0.579 1.638 -0.21
C 3.312 0.384 4.045 -0.21
H 2.893 2.894 -3.623 0.03
H 1.655 3.326 -2.465 0.00
H 1.829 1.660 -2.978 0.01
H 5.281 3.919 -2.178 0.02
H 5.533 3.631 -0.469 0.01
H 4.222 4.661 -0.995 0.00
H 5.076 0.920 -2.863 0.03
H 4.127 -0.154 -1.853 0.02
H 5.544 0.646 -1.201 0.00
H -0.190 3.890 0.095 -0.03
H 0.963 5.110 -0.404 0.02
H -0.156 5.448 0.897 0.03
H 0.100 2.769 3.219 -0.01
H 0.204 4.460 3.663 0.03
H 1.477 3.352 4.129 0.02
H 3.493 5.673 1.236 0.00
H 3.620 5.120 2.893 0.01
H 2.386 6.278 2.447 0.03
H 5.993 2.479 1.882 0.01
H 6.151 1.852 3.509 0.03
H 5.018 3.142 3.172 0.00
H 5.551 -0.311 0.782 0.00
H 4.210 -1.315 1.308 0.02
H 5.591 -1.065 2.362 0.03
H 3.010 1.222 4.664 0.02
H 4.024 -0.201 4.624 0.03
H 2.436 -0.243 3.900 -0.02
C -2.425 -0.764 -0.282 -0.23
Si -2.002 1.085 -0.066 0.91
C -2.557 1.914 -1.769 -0.65
C -2.380 3.430 -1.793 -0.11
C -4.020 1.589 -2.086 -0.10
C -1.691 1.320 -2.880 -0.11
C -2.937 1.618 1.577 -0.65
C -4.423 1.265 1.515 -0.09
C -2.778 3.110 1.856 -0.10
C -2.325 0.852 2.747 -0.11
H -3.491 -0.932 -0.428 0.04
H -2.136 -1.335 0.595 0.01
H -1.911 -1.193 -1.136 -0.03
H -2.911 3.904 -0.972 0.06
H -2.771 3.839 -2.726 0.08
H -1.328 3.692 -1.721 0.06
H -4.696 2.102 -1.406 0.07
H -4.209 0.521 -2.023 0.07
H -4.268 1.913 -3.100 0.08
H -0.635 1.493 -2.691 0.06
H -1.941 1.772 -3.842 0.09
H -1.847 0.248 -2.962 0.07
H -4.949 1.876 0.785 0.06
H -4.890 1.429 2.488 0.09
H -4.560 0.219 1.255 0.07
H -3.248 3.708 1.077 0.06
H -1.724 3.368 1.901 0.04
H -3.243 3.380 2.805 0.09
H -2.442 -0.222 2.635 0.07
H -2.813 1.136 3.679 0.09
H -1.262 1.061 2.846 0.06
Se 0.264 -2.453 3.160 0.44
C 0.109 -1.692 4.751 -1.02
N 0.001 -1.239 5.807 -0.01
```

The HOMO-LUMO gap (spin up / spin down) is 4.23 / 4.91 eV. As for the highest occupied orbital energy (spin up / spin down): -4.0 / -4.0 eV. As for the calculated total energy: -196245.1915 eV. As for the total charge: -1.

Molecular formula: C6H4O
Method: DFT, wB97M-V/def2-TZVPD

XYZ file:
```
11
Properties=species:S:1:pos:R:3:nbo_charge:R:1
C 1.525 -1.446 -1.279 -0.70
C 0.487 -0.677 -0.601 0.16
C -0.373 -0.055 -0.025 -0.17
C -1.437 0.619 0.669 0.52
O -2.601 0.552 0.379 -0.45
C -0.765 0.953 2.386 0.06
C -1.057 1.941 1.653 -0.44
H 1.472 -1.298 -2.362 0.25
H 1.385 -2.513 -1.077 0.25
H 2.520 -1.155 -0.932 0.25
H -1.346 2.905 1.274 0.28
```

The HOMO-LUMO gap is 9.37 eV. As for the highest occupied orbital energy: -10.2 eV. As for the calculated total energy: -8327.9211 eV. As for the total charge: 0.

Molecular formula: C22H26BBrMoN6O2
Method: DFT, wB97M-V/def2-TZVPD

XYZ file:
```
59
Properties=species:S:1:pos:R:3:nbo_charge:R:1
Mo 0.536 1.404 -0.605 1.81
C -1.104 1.225 -3.768 -0.66
C -1.577 0.389 -2.634 0.26
C -2.651 -0.475 -2.580 -0.32
C -2.735 -0.938 -1.267 0.32
C -3.737 -1.858 -0.669 -0.67
N -1.740 -0.385 -0.560 -0.33
N -1.010 0.420 -1.398 -0.37
B -1.574 -0.197 0.968 0.50
N -0.120 -0.600 1.368 -0.31
N 0.928 0.128 0.858 -0.37
C 2.053 -0.173 1.569 0.26
C 3.343 0.531 1.345 -0.66
C 1.717 -1.124 2.503 -0.31
C 0.344 -1.363 2.362 0.32
C -0.515 -2.270 3.166 -0.67
N -1.734 1.328 1.260 -0.33
N -0.871 2.224 0.667 -0.43
C -1.186 3.466 1.124 0.25
C -0.443 4.669 0.660 -0.65
C -2.240 3.358 2.003 -0.32
C -2.561 1.996 2.072 0.33
C -3.616 1.332 2.881 -0.67
H -0.802 0.600 -4.606 0.28
H -0.247 1.846 -3.509 0.22
H -1.916 1.873 -4.098 0.26
H -3.307 -0.734 -3.393 0.27
H -4.221 -2.431 -1.456 0.26
H -4.509 -1.293 -0.143 0.25
H -3.276 -2.547 0.036 0.25
H -2.371 -0.833 1.569 0.01
H 3.332 1.147 0.444 0.22
H 4.157 -0.184 1.247 0.27
H 3.564 1.174 2.198 0.27
H 2.375 -1.585 3.220 0.27
H 0.073 -3.119 3.510 0.26
H -1.366 -2.635 2.596 0.25
H -0.887 -1.747 4.049 0.26
H 0.402 4.406 0.018 0.20
H -0.055 5.232 1.508 0.27
H -1.099 5.331 0.094 0.27
H -2.729 4.155 2.536 0.27
H -4.175 2.075 3.442 0.26
H -3.179 0.624 3.585 0.25
H -4.310 0.785 2.242 0.25
Br 0.492 -2.837 -2.650 0.10
C 2.268 -2.458 -2.132 -0.06
C 3.045 -3.488 -1.627 -0.22
C 4.335 -3.227 -1.191 -0.16
C 4.849 -1.937 -1.236 -0.21
C 4.063 -0.906 -1.718 -0.18
C 2.774 -1.161 -2.181 -0.19
C 1.998 -0.063 -2.793 0.80
O 1.482 -0.011 -3.852 -0.47
O 1.816 1.039 -1.901 -0.71
H 2.642 -4.490 -1.585 0.25
H 4.943 -4.041 -0.821 0.24
H 5.866 -1.744 -0.920 0.24
H 4.467 0.095 -1.804 0.23
```

The HOMO-LUMO gap (spin up / spin down) is 5.71 / 6.20 eV. As for the highest occupied orbital energy (spin up / spin down): -14.4 / -14.4 eV. As for the calculated total energy: -108834.1593 eV. Its expectation value of S² is 2.02. As for the spin multiplicity: 3. As for the total charge: +2.

Molecular formula: C34H61N9O3SbSi3Y
Method: DFT, wB97M-V/def2-TZVPD

XYZ file:
```
112
Properties=species:S:1:pos:R:3:lowdin_charge:R:1
Y 1.241 0.449 0.470 1.50
N 3.562 -0.568 0.540 -0.04
C 4.920 -0.012 0.363 -0.23
C 4.951 1.160 -0.617 -0.17
C 4.821 2.556 0.012 -0.18
C 3.457 3.215 -0.064 -0.23
N 2.478 2.609 0.870 -0.02
H 3.533 -1.189 1.344 0.08
H 3.350 -1.133 -0.277 0.06
H 5.592 -0.800 0.014 0.11
H 5.290 0.311 1.338 0.10
H 4.182 1.007 -1.381 0.11
H 5.902 1.120 -1.149 0.11
H 5.516 3.229 -0.491 0.12
H 5.144 2.524 1.060 0.11
H 3.062 3.140 -1.076 0.08
H 3.567 4.280 0.153 0.12
H 1.652 3.208 0.883 0.05
H 2.855 2.652 1.815 0.07
C 0.084 -0.760 5.508 -0.30
Sb -0.282 -1.306 3.447 1.48
C -0.142 0.776 2.655 -0.51
C 1.137 1.154 3.241 -0.57
C 1.399 2.309 4.026 -0.05
C 2.650 2.528 4.543 -0.06
C 3.681 1.613 4.292 -0.07
C 3.386 0.543 3.482 -0.17
N 2.179 0.327 2.944 -0.05
Si -1.454 2.103 2.694 0.42
C -0.879 3.595 1.686 -0.19
C -3.069 1.564 1.914 -0.17
C -1.806 2.892 4.393 -0.20
C -2.343 -2.212 3.688 -0.53
C -3.017 -2.080 2.350 -0.43
C -4.343 -2.473 2.130 -0.04
C -4.922 -2.303 0.887 -0.04
C -4.177 -1.741 -0.137 -0.05
C -2.862 -1.417 0.132 -0.14
N -2.289 -1.604 1.326 0.05
Si -1.875 -4.068 3.835 0.41
C -1.370 -4.699 2.144 -0.17
C -3.306 -5.141 4.406 -0.17
C -0.442 -4.372 5.009 -0.19
Si -3.398 -1.668 5.178 0.46
C -3.502 0.189 5.298 -0.17
C -5.199 -2.231 5.178 -0.18
C -2.724 -2.342 6.797 -0.17
H 1.038 -0.231 5.533 0.00
H 0.186 -1.666 6.105 -0.01
H -0.680 -0.120 5.945 0.00
H 0.601 3.003 4.244 0.08
H 2.834 3.400 5.158 0.11
H 4.670 1.737 4.708 0.10
H 4.155 -0.184 3.237 0.10
H -0.729 3.374 0.630 0.00
H 0.036 4.040 2.092 0.02
H -1.650 4.368 1.752 0.04
H -2.931 1.365 0.849 0.03
H -3.793 2.378 2.009 0.04
H -3.499 0.672 2.366 0.01
H -1.418 3.915 4.403 0.03
H -1.358 2.366 5.238 0.02
H -2.880 2.956 4.579 0.03
H -4.914 -2.910 2.932 0.07
H -5.949 -2.603 0.724 0.11
H -4.591 -1.577 -1.121 0.10
H -2.236 -0.980 -0.640 0.07
H -2.193 -4.647 1.428 0.04
H -1.060 -5.744 2.223 0.04
H -0.527 -4.130 1.746 0.00
H -4.177 -5.056 3.754 0.03
H -3.622 -4.930 5.429 0.02
H -2.977 -6.183 4.372 0.04
H 0.490 -3.928 4.654 0.01
H -0.285 -5.453 5.063 0.04
H -0.629 -4.017 6.021 0.02
H -4.149 0.602 4.522 0.04
H -2.527 0.656 5.198 -0.02
H -3.917 0.481 6.266 0.05
H -5.801 -1.696 4.443 0.03
H -5.598 -1.976 6.164 0.04
H -5.346 -3.302 5.038 0.02
H -1.692 -2.068 7.007 0.01
H -2.811 -3.428 6.860 0.02
H -3.344 -1.926 7.596 0.04
C -0.562 -3.230 -1.443 0.00
C 0.698 -2.599 -0.881 -0.48
C 1.700 -3.664 -0.455 0.01
O 0.404 -1.757 0.272 -0.19
C 1.349 -1.681 -1.935 -0.61
O 1.479 -2.092 -3.070 0.09
O 1.710 -0.518 -1.489 -0.19
H -1.082 -3.793 -0.664 0.08
H -0.276 -3.915 -2.239 0.10
H -1.232 -2.491 -1.879 0.06
H 1.236 -4.364 0.240 0.08
H 2.570 -3.222 0.034 0.08
H 2.037 -4.210 -1.336 0.10
H -0.462 -1.953 0.689 0.02
N -2.276 -0.716 -3.318 -0.05
N -1.383 0.132 -2.574 -0.06
H -2.211 -0.511 -4.312 0.07
H -3.217 -0.477 -3.031 0.05
H -1.451 1.084 -2.922 0.04
H -0.441 -0.178 -2.794 0.05
N 0.484 2.116 -1.041 0.07
C 0.682 2.531 -2.112 -0.19
C 0.919 3.021 -3.378 -0.26
C 0.022 2.668 -4.414 -0.24
N -0.755 2.345 -5.204 0.13
C 2.067 3.827 -3.569 -0.25
N 3.030 4.455 -3.669 0.13
```

The HOMO-LUMO gap is 7.79 eV. As for the highest occupied orbital energy: -7.7 eV. As for the calculated total energy: -87020.9026 eV. As for the total charge: 0.